No. 1
C24H42AsF8O24 as an isolated structure. Source: the Open Molecules 2025 dataset; level of theory: the ωB97M-V functional and the def2-TZVPD basis.

Geometry (Å):
As: 0.50 -0.78 -0.33
F: 1.49 -1.11 1.06
F: 1.61 -1.73 -1.28
F: -0.36 -0.45 -1.80
F: -0.59 0.17 0.61
F: 1.45 0.65 -0.62
F: -0.46 -2.17 -0.03
C: 1.07 -4.81 1.17
C: 1.06 -5.33 -0.25
O: 0.27 -6.50 -0.14
C: 0.19 -6.88 1.16
O: -0.29 -7.90 1.54
O: 0.74 -5.95 1.96
F: 2.32 -5.71 -0.64
H: 0.35 -3.99 1.31
H: 2.06 -4.47 1.44
H: 0.59 -4.71 -1.02
C: 2.12 -3.20 -4.28
C: 0.64 -2.94 -4.13
O: 0.18 -4.16 -3.59
C: 1.09 -5.14 -3.87
O: 0.95 -6.28 -3.58
O: 2.16 -4.61 -4.51
F: 0.02 -2.77 -5.34
H: 2.75 -2.83 -3.48
H: 2.46 -2.68 -5.18
H: 0.44 -2.10 -3.48
C: -2.50 -1.70 2.21
O: -2.36 -3.09 1.99
C: -3.04 -3.92 2.77
O: -3.72 -3.63 3.71
O: -2.80 -5.16 2.31
C: -3.25 -6.24 3.10
H: -1.80 -1.34 2.96
H: -3.51 -1.43 2.54
H: -2.45 -1.17 1.27
H: -4.01 -5.95 3.82
H: -2.39 -6.68 3.61
H: -3.67 -7.02 2.47
C: 4.13 0.00 1.59
O: 5.28 -0.06 0.76
C: 6.37 0.56 1.19
O: 6.52 1.15 2.23
O: 7.31 0.45 0.24
C: 8.61 0.83 0.65
H: 4.31 0.37 2.60
H: 3.68 -0.98 1.67
H: 3.34 0.65 1.22
H: 8.69 1.92 0.78
H: 9.29 0.51 -0.13
H: 8.87 0.40 1.61
C: 1.90 4.66 5.48
O: 0.76 3.80 5.44
C: 0.50 3.16 4.30
O: 1.18 3.24 3.30
O: -0.61 2.47 4.45
C: -0.84 1.49 3.43
H: 1.63 5.51 6.10
H: 2.10 5.06 4.49
H: 2.73 4.08 5.87
H: -1.24 1.98 2.55
H: -1.55 0.75 3.79
H: 0.07 0.96 3.15
C: 1.14 2.22 -3.64
O: 0.36 2.40 -4.83
C: 0.84 3.28 -5.70
O: 1.76 4.03 -5.52
O: 0.11 3.17 -6.83
C: 0.28 4.20 -7.79
H: 0.62 1.65 -2.88
H: 1.47 3.18 -3.25
H: 1.94 1.56 -3.98
H: -0.61 4.84 -7.80
H: 0.39 3.76 -8.77
H: 1.08 4.87 -7.50
C: -2.69 3.14 -2.65
O: -1.54 3.36 -1.84
C: -1.50 4.51 -1.15
O: -2.25 5.43 -1.34
O: -0.55 4.55 -0.22
C: 0.33 3.42 -0.01
H: -3.59 3.41 -2.10
H: -2.72 2.08 -2.87
H: -2.65 3.76 -3.54
H: 0.37 2.79 -0.88
H: -0.08 2.87 0.84
H: 1.31 3.75 0.32
C: -3.70 0.99 0.55
O: -4.79 1.90 0.72
C: -5.55 1.67 1.78
O: -5.33 0.82 2.61
O: -6.57 2.53 1.78
C: -7.34 2.54 2.99
H: -3.04 1.02 1.41
H: -3.15 1.33 -0.32
H: -4.08 -0.01 0.35
H: -7.91 3.47 2.96
H: -6.70 2.54 3.87
H: -8.01 1.68 2.99

The total charge is -1. The value obtained for the HOMO-LUMO gap is 11.01 eV. Its HOMO energy is -8.773 eV. The LUMO energy is 2.23 eV. The spin multiplicity is 1. The largest force on an atom comes out at 1.96 eV Å⁻¹.

***

No. 2
A 2-piece molecular cluster, C24H42BCl4FO5P overall. Source: the Open Molecules 2025 dataset; level of theory: the ωB97M-V functional and the def2-TZVPD basis.

Geometry (Å):
C: -1.13 4.43 0.60
B: -1.99 3.09 0.42
O: -3.33 3.23 0.80
P: -1.29 1.32 -0.23
C: -2.98 0.77 -1.08
C: -2.99 0.31 -2.56
C: -4.16 0.85 -3.40
O: -5.42 0.74 -2.72
C: -0.59 -0.38 -0.87
C: 0.70 -1.12 -0.43
C: 1.15 -1.33 1.03
C: 0.70 -2.70 1.59
C: 2.69 -1.26 1.08
C: 0.47 1.81 0.50
O: 0.53 2.16 1.90
C: 1.69 2.77 2.27
O: 2.41 1.90 3.15
C: 3.59 2.48 3.65
C: 3.64 2.33 5.16
O: 4.95 2.54 5.68
C: -0.84 2.32 -1.95
Cl: -2.12 3.48 -2.35
C: 0.20 2.32 -2.79
C: 1.43 1.46 -2.66
Cl: 0.29 3.36 -4.22
C: -2.10 0.64 1.44
C: -1.94 -0.76 2.01
F: -1.87 1.51 2.57
H: -1.78 5.31 0.47
H: -0.33 4.53 -0.14
H: -0.70 4.49 1.60
H: -3.38 3.57 1.70
H: -3.74 1.55 -0.98
H: -3.39 -0.08 -0.53
H: -2.09 0.51 -3.14
H: -3.10 -0.78 -2.61
H: -3.96 1.87 -3.74
H: -4.23 0.23 -4.30
H: -5.75 1.62 -2.58
H: -1.41 -1.11 -0.84
H: -0.46 -0.25 -1.94
H: 1.55 -0.67 -0.96
H: 0.66 -2.13 -0.87
H: 0.81 -0.52 1.68
H: 0.40 -2.60 2.63
H: 1.53 -3.41 1.55
H: -0.14 -3.10 1.03
H: 3.11 -1.74 0.19
H: 3.09 -1.78 1.96
H: 3.03 -0.23 1.07
H: 0.78 2.68 -0.09
H: 1.26 1.08 0.31
H: 2.34 2.99 1.41
H: 1.46 3.69 2.82
H: 4.46 1.97 3.20
H: 3.66 3.54 3.38
H: 3.27 1.34 5.44
H: 2.99 3.07 5.62
H: 5.58 2.20 5.03
H: 1.25 0.42 -2.93
H: 1.93 1.54 -1.70
H: 2.17 1.81 -3.39
H: -3.17 0.80 1.29
H: -1.06 -0.79 2.66
H: -2.78 -0.96 2.69
H: -1.93 -1.56 1.28
Cl: 0.59 -3.14 -3.99
C: 0.56 -4.55 -3.00
C: -0.52 -4.83 -2.18
Cl: -1.88 -3.78 -2.11
C: -0.51 -5.97 -1.38
C: 0.58 -6.83 -1.42
C: 1.66 -6.55 -2.24
C: 1.65 -5.42 -3.03
H: -1.35 -6.18 -0.74
H: 0.58 -7.71 -0.79
H: 2.51 -7.22 -2.27
H: 2.49 -5.19 -3.68

The total charge is -1. The value obtained for the HOMO-LUMO gap is 6.07 eV. Its HOMO energy is -3.735 eV. The LUMO energy is 2.34 eV. The spin multiplicity is 1. The largest force on an atom comes out at 1.15 eV Å⁻¹.

***

No. 3
A 9-piece molecular cluster, C24H42BF5NO41P2S10 overall. Source: the Open Molecules 2025 dataset; level of theory: the ωB97M-V functional and the def2-TZVPD basis.

Geometry (Å):
C: 4.14 -3.65 1.13
B: 4.27 -2.90 -0.25
O: 4.72 -3.50 -1.37
C: 3.80 -1.33 -0.28
C: 4.76 -0.37 0.11
S: 6.48 -0.68 0.56
O: 6.69 -1.91 1.26
O: 6.88 0.48 1.29
C: 7.53 -0.56 -0.99
F: 7.20 0.65 -1.49
F: 8.79 -0.52 -0.63
C: 7.26 -1.57 -2.13
F: 6.06 -1.33 -2.63
F: 8.15 -1.34 -3.08
F: 7.40 -2.82 -1.74
C: 4.44 0.96 0.17
C: 3.16 1.38 -0.20
O: 2.86 2.66 -0.16
N: 2.23 0.49 -0.61
P: 0.67 1.11 -1.18
O: 0.59 2.55 -1.32
O: -0.49 0.62 -0.24
O: 0.61 0.41 -2.58
C: 2.52 -0.89 -0.62
P: 1.32 -2.24 -1.05
O: 1.34 -3.30 0.11
O: -0.19 -1.76 -1.04
S: 1.78 -2.86 -2.78
H: 3.75 -4.65 0.97
H: 3.38 -3.14 1.72
H: 5.06 -3.70 1.70
H: 5.29 -4.24 -1.11
H: 5.19 1.67 0.48
H: 3.56 3.16 0.28
H: -0.16 0.20 0.57
H: -0.30 0.50 -2.94
H: 0.61 -3.18 0.73
H: -0.52 -1.82 -1.95
C: -4.52 -0.02 3.38
C: -4.30 1.37 2.85
O: -3.07 1.27 2.09
S: -2.98 -0.18 1.44
O: -3.41 -0.11 0.09
O: -1.70 -0.73 1.77
O: -4.09 -0.88 2.30
H: -3.88 -0.22 4.25
H: -5.55 -0.22 3.63
H: -4.20 2.12 3.63
H: -5.10 1.67 2.17
C: -1.67 4.60 -1.44
C: -2.78 3.86 -0.73
O: -3.82 4.84 -0.57
S: -3.80 5.86 -1.80
O: -4.76 5.46 -2.76
O: -3.76 7.18 -1.28
O: -2.35 5.47 -2.36
H: -1.11 5.22 -0.74
H: -1.00 3.94 -1.96
H: -2.48 3.46 0.23
H: -3.17 3.04 -1.35
C: 4.22 -3.75 -5.72
C: 4.53 -3.71 -7.20
O: 3.58 -4.61 -7.79
S: 2.22 -4.58 -6.95
O: 1.30 -3.67 -7.53
O: 1.87 -5.91 -6.62
O: 2.80 -3.83 -5.66
H: 4.64 -4.64 -5.24
H: 4.57 -2.86 -5.20
H: 5.54 -4.03 -7.43
H: 4.36 -2.72 -7.62
C: -7.49 3.80 7.03
C: -6.49 4.35 6.04
O: -5.60 3.24 5.80
S: -6.41 1.87 5.89
O: -6.77 1.46 4.57
O: -5.72 0.99 6.77
O: -7.71 2.44 6.60
H: -7.09 3.78 8.04
H: -8.43 4.35 7.02
H: -5.94 5.20 6.45
H: -6.96 4.61 5.10
C: -0.12 1.15 -6.48
C: -0.12 1.52 -7.95
O: 0.72 0.55 -8.57
S: 0.59 -0.85 -7.79
O: -0.33 -1.67 -8.48
O: 1.92 -1.21 -7.45
O: -0.14 -0.29 -6.47
H: 0.79 1.49 -5.99
H: -0.99 1.54 -5.96
H: 0.26 2.52 -8.13
H: -1.12 1.43 -8.38
C: -1.77 6.43 8.48
C: -2.05 7.86 8.08
O: -3.46 7.87 7.77
S: -4.22 6.84 8.72
O: -4.78 7.53 9.82
O: -5.01 5.99 7.91
O: -2.93 6.04 9.23
H: -1.69 5.78 7.61
H: -0.88 6.34 9.10
H: -1.48 8.17 7.21
H: -1.87 8.56 8.90
C: -5.06 -1.13 -3.80
C: -4.02 -1.86 -2.97
O: -2.81 -1.74 -3.74
S: -2.81 -0.35 -4.53
O: -2.06 0.60 -3.77
O: -2.53 -0.60 -5.89
O: -4.35 0.00 -4.34
H: -5.41 -1.75 -4.63
H: -5.90 -0.80 -3.20
H: -4.26 -2.91 -2.81
H: -3.87 -1.37 -2.00
C: 4.58 -7.89 4.25
C: 3.44 -8.67 3.64
O: 2.29 -7.82 3.83
S: 2.74 -6.29 3.74
O: 2.49 -5.80 2.43
O: 2.25 -5.61 4.89
O: 4.31 -6.52 3.89
H: 4.59 -7.96 5.34
H: 5.55 -8.20 3.86
H: 3.27 -9.63 4.13
H: 3.58 -8.82 2.57

The total charge is +1. The value obtained for the HOMO-LUMO gap is 6.68 eV. Its HOMO energy is -11.793 eV. The LUMO energy is -5.11 eV. The spin multiplicity is 1. The largest force on an atom comes out at 3.17 eV Å⁻¹.

***

No. 4
C24H42Cl2N6O2SiTi as an isolated structure. Source: the Open Molecules 2025 dataset; level of theory: the ωB97M-V functional and the def2-TZVPD basis.

Geometry (Å):
Ti: -0.71 -1.31 -0.19
N: 3.28 -1.44 0.06
N: 3.04 -2.76 0.45
C: 1.96 -3.42 -0.06
N: 1.89 -4.74 0.16
N: 1.03 -2.68 -0.66
N: -0.01 -3.25 -1.30
O: -0.19 -4.49 -1.50
O: -0.96 -2.37 -1.62
H: 3.97 -1.40 -0.69
H: 3.59 -0.89 0.85
H: 3.82 -3.33 0.75
H: 2.68 -5.25 0.50
H: 1.17 -5.21 -0.37
C: -1.90 1.43 2.49
Si: -3.06 0.07 1.84
C: -3.03 -1.34 3.10
C: -4.82 0.75 1.80
C: -2.55 -0.43 0.07
H: -2.45 2.07 3.19
H: -1.53 2.07 1.68
H: -1.04 1.02 3.02
H: -3.51 -0.99 4.01
H: -2.02 -1.67 3.36
H: -3.60 -2.21 2.76
H: -5.16 0.96 2.81
H: -5.51 0.03 1.35
H: -4.88 1.67 1.22
H: -2.60 0.50 -0.50
H: -3.34 -1.07 -0.34
Cl: -4.13 -3.72 0.22
C: -2.58 -4.51 0.45
Cl: -1.37 -3.43 1.22
H: -2.18 -4.82 -0.51
H: -2.72 -5.35 1.13
C: 1.39 -1.54 3.95
C: 1.49 -0.41 2.96
C: 2.25 0.72 3.22
C: 2.29 1.77 2.31
C: 3.07 3.02 2.60
C: 1.60 1.67 1.10
C: 0.87 0.53 0.77
C: 0.81 -0.48 1.76
N: 0.20 0.26 -0.41
C: 0.26 1.10 -1.62
C: -0.47 2.44 -1.41
C: -0.43 3.27 -2.70
C: 1.03 3.51 -3.10
C: 1.72 2.17 -3.37
C: 0.99 1.42 -4.49
C: -0.46 1.17 -4.05
C: -1.16 2.51 -3.81
C: -0.45 0.35 -2.76
C: 1.71 1.32 -2.09
H: 2.09 -1.39 4.78
H: 1.61 -2.50 3.48
H: 0.39 -1.59 4.37
H: 2.80 0.79 4.15
H: 3.60 2.94 3.55
H: 2.40 3.88 2.66
H: 3.80 3.22 1.81
H: 1.65 2.51 0.43
H: 0.22 -1.39 1.56
H: -0.01 3.01 -0.60
H: -1.50 2.24 -1.12
H: -0.93 4.22 -2.52
H: 1.55 4.04 -2.30
H: 1.07 4.14 -4.00
H: 2.75 2.35 -3.67
H: 1.48 0.47 -4.69
H: 1.00 2.01 -5.41
H: -0.99 0.62 -4.83
H: -2.21 2.34 -3.52
H: -1.17 3.10 -4.73
H: 0.08 -0.59 -2.95
H: -1.48 0.11 -2.48
H: 2.31 1.82 -1.33
H: 2.17 0.34 -2.28

The total charge is +1. The value obtained for the HOMO-LUMO gap (spin up / spin down) is 6.90 / 7.57 eV. Its HOMO energy (spin up / spin down) is -10.282 / -10.963 eV. The LUMO energy (spin up / spin down) is -3.38 / -3.40 eV. The spin multiplicity is 2. The largest force on an atom comes out at 3.07 eV Å⁻¹.

***

No. 5
A 3-piece molecular cluster, C24H42N2O2 overall. Source: the Open Molecules 2025 dataset; level of theory: the ωB97M-V functional and the def2-TZVPD basis.

Geometry (Å):
N: 0.36 -7.23 1.98
C: -0.97 -6.93 1.35
C: -1.39 -8.06 0.26
C: -1.75 -7.44 -1.17
C: -0.43 -6.99 -2.00
C: -0.66 -5.45 -2.42
C: -1.68 -5.10 -3.54
C: -1.89 -3.59 -3.86
C: -1.10 -2.43 -3.15
C: -0.09 -2.84 -2.06
C: 0.13 -4.34 -1.70
C: 1.24 -4.37 -0.56
O: 2.01 -5.30 -0.25
N: 1.16 -2.98 -0.03
C: 0.89 -2.00 -1.13
O: 1.39 -0.87 -1.23
H: 1.04 -6.49 1.76
H: 0.72 -8.15 1.69
H: -1.02 -5.88 0.87
H: -1.73 -6.94 2.22
H: -0.62 -8.91 0.20
H: -2.37 -8.53 0.66
H: -2.33 -8.19 -1.84
H: -2.42 -6.52 -1.00
H: -0.29 -7.56 -2.98
H: 0.51 -7.11 -1.36
H: -2.25 -5.95 -4.07
H: -2.65 -3.37 -4.70
H: -1.23 -1.33 -3.41
H: 0.47 -2.96 0.75
C: 2.69 -0.45 2.84
C: 2.65 0.62 1.76
C: 3.66 1.74 1.98
C: 3.45 2.56 3.26
C: 2.08 3.23 3.39
C: 1.80 4.24 2.29
H: 2.43 -0.04 3.82
H: 1.98 -1.25 2.61
H: 3.69 -0.90 2.91
H: 1.64 1.02 1.67
H: 2.87 0.14 0.80
H: 3.65 2.41 1.11
H: 4.67 1.32 2.01
H: 4.23 3.34 3.30
H: 3.62 1.92 4.13
H: 2.04 3.74 4.36
H: 1.29 2.47 3.40
H: 2.56 5.03 2.29
H: 0.82 4.71 2.45
H: 1.78 3.78 1.30
C: -1.82 3.78 -0.79
C: -1.86 4.84 -1.88
C: -0.85 5.97 -1.65
C: -1.06 6.79 -0.38
C: -2.44 7.45 -0.25
C: -2.72 8.47 -1.34
H: -2.09 4.19 0.18
H: -2.53 2.98 -1.02
H: -0.82 3.33 -0.72
H: -2.87 5.24 -1.96
H: -1.64 4.37 -2.84
H: -0.87 6.64 -2.52
H: 0.16 5.54 -1.62
H: -0.29 7.57 -0.33
H: -0.90 6.15 0.50
H: -2.48 7.96 0.72
H: -3.23 6.70 -0.23
H: -1.96 9.26 -1.34
H: -3.69 8.94 -1.18
H: -2.73 8.01 -2.33

The value obtained for the HOMO-LUMO gap is 8.04 eV. Its HOMO energy is -9.034 eV. As for the SMILES: NCCCCc1cccc2c1C(=O)NC2=O.CCCCCC.CCCCCC. The LUMO energy is -0.99 eV. The spin multiplicity is 1. The largest force on an atom comes out at 4.70 eV Å⁻¹.

***

Calculated total energy, record by record: -5780.496314, -3622.623075, -9267.862690, -3477.806830, -1199.481885 hartree